# 1
A cluster of 2 separate species, C12H19N4 in total in a non-equilibrium geometry, computed with the ωB97M-V functional and the def2-TZVPD basis.

Last column: natural (NBO) charge in e.
Cartesian coordinates (Å):
C  -2.086  1.605  1.281  -0.649
H  2.806  2.063  -1.259  0.438
H  1.233  0.224  0.961  0.411
H  -2.050  -1.787  0.901  0.267
H  -2.707  1.667  0.364  0.228
N  1.508  -1.854  -1.843  -0.472
H  -2.622  -2.040  -2.542  0.304
H  2.902  -1.932  0.578  0.246
C  -0.207  -2.011  1.898  -0.219
H  2.588  1.080  1.544  0.425
H  2.189  -2.476  -2.200  0.451
H  1.729  -2.092  2.906  0.265
H  -2.724  1.789  2.281  0.276
C  -2.086  -1.039  -2.317  -0.705
H  0.525  -1.689  -3.800  0.282
C  1.860  -1.870  0.702  -0.237
H  -1.861  0.561  1.324  0.214
C  1.248  1.929  0.132  0.666
H  -0.602  -2.188  2.887  0.257
H  -0.423  2.833  -0.574  0.412
H  -2.269  -0.626  -3.327  0.286
H  1.533  3.425  -1.175  0.432
H  -1.228  3.649  1.324  0.243
C  -0.320  -1.514  -0.476  -0.149
H  -2.588  -0.371  -1.506  0.256
C  -0.959  2.518  1.345  -0.240
C  0.420  -1.648  -2.627  0.125
C  -0.743  -1.427  -1.859  0.120
C  1.144  -1.781  -0.487  0.152
C  1.209  -2.021  1.961  -0.101
N  1.668  1.100  1.207  -0.813
C  -0.946  -1.628  0.786  -0.125
N  0.040  2.414  0.264  -0.519
H  -0.231  2.519  2.172  0.243
N  2.052  2.616  -0.825  -0.771

Computed properties:
* calculated total energy: -18694.511 eV
* energy above the lowest of the compared OMol25 structures with the same formula, charge and spin: 59.8 kcal per mole
* ⟨S²⟩: 0.77
* max |F|: 4.47 eV Å⁻¹
* LUMO energy (spin up / spin down): -6.94 / -10.11 eV
* HOMO-LUMO gap (spin up / spin down): 9.15 / 6.23 eV
* multiplicity: 2
* charge: +2

# 2
A structure of composition C12H19N5O2S in a non-equilibrium geometry, computed with the ωB97M-V functional and the def2-TZVPD basis.

Last column: natural (NBO) charge in e.
Cartesian coordinates (Å):
C  5.250  0.163  -1.190  -0.410
N  -3.143  1.709  0.564  -0.142
C  3.143  -0.993  0.374  -0.234
H  4.855  1.378  0.284  0.172
S  -0.448  -0.780  0.095  0.522
O  1.606  1.482  -1.300  -0.571
C  5.477  0.850  -0.054  -0.335
N  -3.010  -1.031  -0.132  -0.186
H  3.530  1.051  -2.177  0.229
N  -2.037  1.052  0.556  -0.329
C  5.142  -0.161  1.532  -0.366
H  -2.165  -2.193  -1.249  0.361
H  0.014  1.408  0.465  0.377
H  -5.589  2.635  0.852  0.227
C  1.662  0.737  -0.398  0.619
H  1.160  0.502  1.602  0.281
N  2.752  -0.126  -0.466  -0.430
C  3.768  0.203  -1.667  -0.197
H  3.597  -1.840  0.079  0.211
N  -2.813  -2.260  -0.591  -0.617
H  5.787  -1.078  1.250  0.174
H  3.271  0.294  2.003  0.191
H  2.134  -1.346  0.788  0.185
H  3.703  -1.417  2.443  0.204
H  3.601  -0.623  -2.371  0.194
C  3.744  -0.561  1.569  -0.421
C  -1.906  -0.327  0.061  0.059
C  0.724  0.388  0.468  -0.777
H  5.631  0.247  2.444  0.214
C  -4.356  -0.573  -0.048  0.582
H  5.450  -1.078  -0.987  0.154
C  -5.630  1.590  0.326  -0.630
O  -5.194  -1.148  -0.706  -0.594
H  -6.324  1.039  0.723  0.204
C  -4.189  0.931  0.222  0.042
H  -3.644  -2.695  -0.756  0.397
H  -6.129  1.613  -0.743  0.217
H  6.601  1.038  0.200  0.210
H  5.854  0.435  -1.861  0.213

Computed properties:
* calculated total energy: -35119.254 eV
* max |F|: 14.03 eV Å⁻¹
* LUMO energy: 0.17 eV
* HOMO-LUMO gap: 8.33 eV
* charge: 0